{
  "formula": "C37H29ClNO16PSi",
  "method": "the ωB97M-V functional and the def2-TZVPD basis",
  "orbital_gap_ha": 0.239,
  "e_lumo_ev": -2.040,
  "molar_mass_g_mol": 838.1,
  "elements": ["Cl", "P", "Si", "O", "O", "O", "O", "O", "O", "O", "O", "O", "O", "O", "O", "O", "O", "O", "O", "N", "C", "C", "C", "C", "C", "C", "C", "C", "C", "C", "C", "C", "C", "C", "C", "C", "C", "C", "C", "C", "C", "C", "C", "C", "C", "C", "C", "C", "C", "C", "C", "C", "C", "C", "C", "C", "C", "H", "H", "H", "H", "H", "H", "H", "H", "H", "H", "H", "H", "H", "H", "H", "H", "H", "H", "H", "H", "H", "H", "H", "H", "H", "H", "H", "H", "H"],
  "coordinates": [[-2.24148, 1.20576, 0.92206], [-2.08613, 0.48394, -1.03371], [-0.16936, 1.31537, -1.85774], [1.90711, -2.00055, 1.18502], [-3.53842, -0.13665, 3.88399], [5.99376, 2.37601, -0.23827], [4.54026, -5.72898, -3.94493], [9.14970, -0.71090, -3.16625], [-5.11501, 7.06836, 3.36780], [-2.21204, -2.19065, -2.83921], [-2.09395, -3.62108, 4.26119], [-1.92475, 3.87436, -1.60874], [0.43071, 0.20394, -2.93123], [-4.85818, -2.61527, -7.41069], [-0.70948, 4.63208, 1.71761], [3.43217, -0.74282, -2.54619], [-5.94934, 0.80163, 8.50445], [-1.84709, -1.15887, -1.01800], [-0.38776, 2.79682, -2.65927], [-0.76610, 3.82871, -1.76176], [-4.10656, 6.51053, 2.98895], [8.18551, 1.65361, -0.70204], [8.42726, -0.00320, -2.49597], [-5.31979, -0.78299, 6.88164], [0.98824, -2.37095, 1.89225], [-4.78466, -1.71774, -5.23565], [-1.71851, 5.18928, 2.09588], [-4.77419, 1.68498, 6.66620], [6.95901, 0.01271, -2.70156], [4.35169, -3.47934, -4.61050], [-4.09073, 0.07884, 4.94399], [-4.25139, -2.51806, -6.36483], [-3.05651, 4.58091, 1.89450], [-1.17832, -3.24749, 3.55743], [3.89828, -4.24510, -2.23411], [-4.16329, 5.19420, 2.30789], [-2.76812, 7.11898, 3.19049], [-4.71271, -1.01895, 5.72115], [3.68785, -1.88814, -2.87023], [3.62136, -2.99126, -1.88410], [0.99869, -3.71350, 2.52355], [4.07454, -2.22622, -4.25926], [-4.16733, 1.44832, 5.50616], [-2.28178, -3.09183, -5.01848], [-1.18792, -1.90614, 2.92592], [6.71583, 1.66906, -0.90809], [1.08416, 1.51010, -0.45989], [4.28617, -4.58851, -3.62487], [-0.00506, -4.11990, 3.29652], [8.97864, 0.87920, -1.43836], [6.16454, 0.78632, -1.96608], [-1.66151, 6.50622, 2.77721], [-0.18189, -1.50225, 2.15433], [-2.94700, -3.19637, -6.16614], [-4.11956, -1.61337, -4.08753], [-5.39808, 0.58684, 7.44636], [-2.81552, -2.29142, -3.88783], [-0.17269, -0.52710, 1.68556], [3.85496, -5.06574, -1.52948], [-2.57388, -3.77512, -7.00171], [4.11702, -1.40378, -4.96289], [-5.73688, -1.22936, -5.39940], [0.67206, 1.21644, 0.51724], [-2.74629, 8.08006, 3.68857], [-0.67653, 6.93392, 2.91578], [-5.78058, -1.57041, 7.46427], [-3.70566, 2.23522, 4.92236], [1.92830, 0.81908, -0.65599], [-0.01569, -5.09530, 3.76661], [4.63546, -3.74850, -5.61994], [1.31738, -0.05312, -2.63065], [1.86157, -4.33556, 2.32048], [10.05251, 0.85510, -1.30297], [-2.05181, -1.28188, 3.12658], [-0.88810, -1.30629, -0.93016], [1.51128, 2.52399, -0.44629], [8.56925, 2.30326, 0.07440], [3.33664, -2.71883, -0.87359], [6.57582, -0.63751, -3.47884], [-5.14832, 4.76640, 2.16904], [-3.07857, 3.62068, 1.39662], [-4.64370, -2.01142, 5.29295], [-4.49314, -1.03399, -3.25207], [-1.32920, -3.58000, -4.85509], [5.09155, 0.80857, -2.10354], [-4.84143, 2.67775, 7.09287]],
  "lowdin_charge": [0.23, 0.47, 0.23, 0.08, 0.06, 0.11, 0.12, 0.10, 0.10, 0.06, 0.11, 0.05, -0.15, 0.10, 0.09, 0.06, 0.11, -0.43, -0.20, -0.05, -0.39, 0.02, -0.39, 0.02, -0.38, 0.02, -0.38, 0.02, 0.02, 0.03, -0.36, -0.39, 0.01, -0.37, 0.03, 0.02, 0.02, 0.03, -0.37, 0.04, 0.02, 0.02, 0.02, 0.03, 0.04, -0.38, -0.15, -0.38, 0.02, 0.02, 0.03, 0.02, 0.01, 0.02, 0.03, -0.38, -0.35, 0.06, 0.12, 0.12, 0.13, 0.12, 0.00, 0.12, 0.12, 0.12, 0.12, 0.03, 0.12, 0.13, 0.02, 0.12, 0.12, 0.08, 0.04, 0.05, 0.12, 0.11, 0.11, 0.12, 0.04, 0.12, 0.12, 0.12, 0.10, 0.12]
}

---

{
  "formula": "C2H6N2OS",
  "method": "the ωB97M-V functional and the def2-TZVPD basis",
  "orbital_gap_ha": 0.335,
  "e_lumo_ev": 0.589,
  "molar_mass_g_mol": 106.2,
  "de_lowest_kcal_mol": 41.0,
  "elements": ["S", "O", "N", "N", "C", "C", "H", "H", "H", "H", "H", "H"],
  "coordinates": [[-1.99597, 1.59944, 1.23963], [0.32229, -0.16888, 0.63264], [0.10782, -0.41444, -1.59915], [-1.50654, 0.76856, -0.25794], [-0.33300, 0.06041, -0.50919], [1.55973, -0.77803, 0.48376], [-1.05405, 1.04892, 1.97511], [1.43489, -1.88107, 0.36457], [-2.19029, 0.77514, -0.97897], [2.13029, -0.49744, 1.40139], [-0.49436, -0.07537, -2.33516], [2.01918, -0.43725, -0.41671]],
  "lowdin_charge": [0.76, -0.12, 0.14, -0.30, -0.61, -0.10, -0.16, 0.11, 0.07, 0.11, 0.05, 0.07]
}

---

{
  "formula": "C24H26ClKN4P",
  "method": "the ωB97M-V functional and the def2-TZVPD basis",
  "orbital_gap_ha": 0.319,
  "e_lumo_ev": -2.676,
  "charge": 1,
  "molar_mass_g_mol": 476.0,
  "de_lowest_kcal_mol": 4.1,
  "elements": ["K", "Cl", "P", "N", "N", "N", "N", "C", "C", "C", "C", "C", "C", "C", "C", "C", "C", "C", "C", "C", "C", "C", "C", "C", "C", "C", "C", "C", "C", "C", "C", "H", "H", "H", "H", "H", "H", "H", "H", "H", "H", "H", "H", "H", "H", "H", "H", "H", "H", "H", "H", "H", "H", "H", "H", "H", "H"],
  "coordinates": [[0.59109, -0.82156, 1.78291], [-1.17050, -2.56707, 0.38755], [-1.41972, 0.67506, -0.02585], [2.80584, -1.30089, 0.41894], [5.13643, -0.80672, 0.95363], [4.59380, -2.61864, -0.57998], [4.26311, -0.30724, -1.26368], [-3.22773, -0.08218, -2.05945], [-1.54310, 0.96423, 2.72399], [3.23846, -2.63721, -0.05225], [-3.75839, -2.35272, -2.64836], [5.49601, -2.14996, 0.47505], [-1.93915, 2.31891, -0.56615], [-2.08180, 0.88472, 4.00048], [-3.10560, 2.93856, -0.11857], [-2.23813, -1.87856, -0.88620], [4.64436, -1.66006, -1.68905], [-3.98687, -0.26596, 3.09785], [-3.91174, -0.99189, -2.85470], [2.91324, -0.36541, -0.72468], [-3.45449, -0.15923, 1.82027], [3.77027, -0.85626, 1.44689], [-1.11640, 2.98833, -1.46998], [-2.91027, -2.81111, -1.64697], [-2.22894, 0.46712, 1.61162], [5.17278, 0.11042, -0.19346], [-3.44018, 4.20647, -0.56720], [-2.37031, -0.50516, -1.04497], [-3.30807, 0.26126, 4.18803], [-2.61926, 4.86223, -1.47609], [-1.45785, 4.25191, -1.93017], [-2.77078, -3.86660, -1.46379], [-4.29281, -3.06678, -3.26019], [2.54405, -2.96796, -0.82679], [6.18982, 0.14433, -0.58433], [3.71813, -1.54561, 2.29566], [-4.56747, -0.63224, -3.63608], [2.21946, -0.69312, -1.50176], [-0.81371, 4.76397, -2.63232], [-4.34137, 4.68465, -0.20664], [-3.35872, 0.97929, -2.22763], [2.61132, 0.63255, -0.39229], [-0.58723, 1.46707, 2.58999], [6.51424, -2.12237, 0.08689], [-3.73376, 0.18731, 5.17981], [-4.00785, -0.56597, 0.98238], [3.96806, -1.99014, -2.47917], [5.65802, -1.63279, -2.08940], [-0.19785, 2.52971, -1.81874], [-4.94001, -0.75742, 3.24182], [-3.75063, 2.43236, 0.58962], [3.48510, 0.14584, 1.78859], [-2.88325, 5.85088, -1.82777], [3.18508, -3.33599, 0.78600], [5.46364, -2.84861, 1.31287], [4.89840, 1.11287, 0.14104], [-1.54681, 1.30340, 4.84278]],
  "lowdin_charge": [0.70, 0.62, 1.03, -0.20, -0.08, -0.08, -0.08, -0.06, -0.18, -0.17, -0.06, -0.16, -0.40, -0.07, -0.08, -0.58, -0.16, -0.05, -0.06, -0.19, -0.08, -0.21, -0.10, -0.10, -0.44, -0.16, -0.06, -0.39, -0.06, -0.07, -0.07, 0.11, 0.12, 0.13, 0.13, 0.13, 0.11, 0.13, 0.11, 0.11, 0.11, 0.12, 0.09, 0.13, 0.11, 0.11, 0.13, 0.13, 0.10, 0.11, 0.11, 0.12, 0.11, 0.13, 0.13, 0.13, 0.11]
}

---

{
  "formula": "C5H20N2O5",
  "method": "the ωB97M-V functional and the def2-TZVPD basis",
  "orbital_gap_ha": [0.383, 0.168],
  "e_lumo_ev": [-3.054, -8.891],
  "charge": 1,
  "molar_mass_g_mol": 188.2,
  "de_lowest_kcal_mol": 9.3,
  "s_squared": 0.757,
  "spin_multiplicity": 2,
  "elements": ["O", "O", "O", "O", "O", "N", "N", "C", "C", "C", "C", "C", "H", "H", "H", "H", "H", "H", "H", "H", "H", "H", "H", "H", "H", "H", "H", "H", "H", "H", "H", "H"],
  "coordinates": [[0.22285, -2.51940, 2.61161], [-0.32508, 1.69316, -1.84315], [-1.88855, -0.56474, 2.94200], [0.27393, -3.62156, -0.01848], [-1.61755, 4.08274, -1.27876], [-1.23856, 1.55506, 0.18255], [-0.13799, -1.18474, -1.76359], [1.56628, -0.27509, -0.24710], [-0.51892, 1.07857, -0.81068], [0.06648, -0.38295, -0.60078], [2.39208, 0.34930, -1.35658], [1.75119, 0.49944, 1.05917], [2.79354, 0.49851, 1.35712], [-1.19977, 3.33257, -1.74004], [-1.04896, 4.84143, -1.40270], [1.18303, 0.05499, 1.86465], [-0.49158, -0.82805, 0.21880], [0.25068, -2.96703, 1.72648], [0.12470, -2.96112, -0.69793], [1.14135, -3.99369, -0.23252], [-0.52960, -1.88370, 2.62006], [2.47173, -0.27154, -2.25135], [-1.64489, -0.36267, 3.84699], [1.89665, -1.29826, -0.06183], [0.46379, -0.89819, -2.53018], [-2.67041, -1.11754, 3.00670], [-1.58204, 2.51407, 0.09593], [-1.11386, -1.15397, -2.07637], [1.99887, 1.32455, -1.65161], [1.48496, 1.55147, 0.94158], [-1.38078, 0.99099, 1.02803], [3.41653, 0.53030, -1.04699]],
  "lowdin_charge": [-0.10, 0.18, -0.04, -0.03, -0.03, 0.27, 0.17, -0.35, -0.40, -0.22, -0.04, -0.04, 0.10, 0.01, 0.06, 0.07, 0.15, 0.00, 0.00, 0.08, -0.02, 0.09, 0.07, 0.15, 0.12, 0.07, 0.13, 0.15, 0.09, 0.09, 0.13, 0.10]
}

---

{
  "formula": "C8H6N2O4Pr",
  "method": "the ωB97M-V functional and the def2-TZVPD basis",
  "orbital_gap_ha": [0.225, 0.237],
  "e_lumo_ev": [-14.092, -13.769],
  "charge": 3,
  "molar_mass_g_mol": 335.1,
  "de_lowest_kcal_mol": 10.0,
  "s_squared": 2.002,
  "spin_multiplicity": 3,
  "elements": ["Pr", "O", "O", "O", "O", "N", "N", "C", "C", "C", "C", "C", "C", "C", "C", "H", "H", "H", "H", "H", "H"],
  "coordinates": [[0.01008, 0.14272, -2.11173], [-2.66154, -2.35362, -1.60378], [0.03129, 3.14981, -4.39980], [-0.00215, -2.54805, -4.75419], [2.63172, -2.40280, -1.58148], [-0.00156, 0.79388, 2.21726], [0.00061, -0.18855, 0.23488], [-0.00531, -1.19675, 1.20732], [-1.82949, -1.56680, -1.77001], [0.02504, 2.21609, -3.72190], [-0.00694, -0.58853, 2.43004], [-0.00059, 1.81847, 3.27174], [1.81685, -1.60156, -1.75399], [0.00266, 0.99524, 0.89207], [0.00212, -1.67801, -3.99167], [0.00384, 2.81201, 2.80355], [0.88887, 1.72932, 3.91599], [-0.01082, -1.00750, 3.41540], [-0.89358, 1.73508, 3.91185], [0.00727, 1.99174, 0.42916], [-0.00836, -2.25218, 0.95930]],
  "lowdin_charge": [1.38, 0.26, 0.23, 0.26, 0.26, -0.06, -0.18, -0.05, 0.02, 0.03, 0.05, 0.05, 0.02, -0.12, 0.01, 0.11, 0.13, 0.16, 0.13, 0.16, 0.14]
}

---

{
  "formula": "C8H20BaO9",
  "method": "the ωB97M-V functional and the def2-TZVPD basis",
  "orbital_gap_ha": 0.090,
  "e_lumo_ev": -4.243,
  "molar_mass_g_mol": 397.6,
  "de_lowest_kcal_mol": 271.4,
  "elements": ["Ba", "O", "O", "O", "O", "O", "O", "O", "O", "O", "C", "C", "C", "C", "C", "C", "C", "C", "H", "H", "H", "H", "H", "H", "H", "H", "H", "H", "H", "H", "H", "H", "H", "H", "H", "H", "H", "H"],
  "coordinates": [[3.73321, 6.63756, 24.36405], [3.41782, 3.64991, 28.87532], [8.74163, 3.80233, 22.86618], [7.21763, 9.26780, 27.94957], [-3.45517, 6.04078, 26.87131], [1.81290, 8.62666, 18.77802], [-1.68552, 7.27502, 27.28629], [5.29780, 10.09048, 28.44231], [-1.62815, 5.95781, 25.53678], [7.13196, 10.83010, 29.49170], [4.72895, 4.24313, 30.88916], [1.93520, 9.30318, 16.47325], [3.30845, 4.14632, 30.18734], [8.99654, 2.39488, 23.07076], [-2.24953, 6.43816, 26.55411], [9.61839, 1.79846, 21.78775], [6.53035, 10.06204, 28.60464], [1.51800, 8.18694, 17.44962], [0.48293, 7.85937, 17.35260], [2.71080, 9.98778, 16.81657], [8.01071, 10.55802, 29.21714], [3.02093, 5.19758, 30.17051], [9.49502, 4.34174, 23.11723], [9.67278, 0.71374, 21.87997], [5.14136, 3.26633, 31.14191], [10.59759, 2.21576, 21.55299], [9.03206, 1.89222, 20.87367], [-3.45534, 6.76930, 27.49649], [1.20631, 9.36060, 18.90044], [2.57091, 8.89285, 15.68865], [5.48529, 4.87756, 30.42705], [8.13696, 1.84049, 23.44742], [2.21495, 7.37834, 17.22929], [9.76213, 2.36263, 23.84596], [3.49371, 2.70811, 29.04517], [4.51667, 4.63262, 31.88481], [2.55101, 3.60239, 30.75171], [1.11425, 9.83885, 15.99662]],
  "lowdin_charge": [1.75, -0.10, -0.11, -0.09, 0.10, -0.11, -0.06, -0.06, -0.11, 0.09, -0.08, -0.09, -0.30, -0.28, -0.89, -0.09, -0.94, -0.29, 0.11, 0.07, 0.09, 0.11, 0.08, 0.07, 0.06, 0.07, 0.07, 0.09, 0.08, 0.06, 0.07, 0.10, 0.10, 0.10, 0.08, 0.06, 0.11, 0.07]
}